1.
Formula: C29H48N5O5S2
Source: the Open Molecules 2025 dataset
Level of theory: the ωB97M-V functional and the def2-TZVPD basis

ORCA input file:
```
! RIJCOSX wB97M-V def2-TZVPD def2/J DEFGRID3
* xyz 1 1
C -6.44186 -2.04816 -0.58800
C -7.12733 -1.01737 -1.53561
O -8.30677 -1.05032 -1.63623
O -6.41005 -0.03943 -2.24140
C -5.37181 -0.59265 -3.05784
C -4.39716 0.60734 -3.41105
C -4.10033 1.36269 -2.06520
N -2.70886 1.96691 -1.94766
C -2.54509 2.11795 -0.44346
C -1.71437 0.88589 0.12399
C -2.49076 -0.41060 0.56175
C -2.61251 -1.51961 -0.56256
C -1.39628 -2.54727 -0.54213
C -1.06422 -2.89550 -2.04300
N 0.08305 -3.82116 -2.17599
C -0.08579 -4.78503 -3.14705
C 1.10113 -5.60334 -3.09093
C 1.94234 -5.00875 -2.04379
C 1.26819 -3.87385 -1.47848
C -0.64077 0.77547 -1.03029
C 0.63287 1.62904 -0.70441
C 1.25624 1.01271 0.62270
C 2.74003 1.51555 0.86323
S 3.49382 0.36774 2.10519
C 3.61064 -1.22013 1.21911
S 3.65168 -1.22372 -0.44016
N 3.70326 -2.48580 1.89127
C 5.08858 -2.73868 2.33678
C 5.51828 -1.84477 3.56925
O 4.43189 -1.55783 4.46859
C 3.43619 -2.57724 4.39727
C 2.72218 -2.63319 2.98909
C -1.51784 1.17238 -2.32445
O -0.63487 2.00504 -3.11799
N 0.02326 1.11216 -3.99402
O 1.14326 1.39923 -4.11516
H -7.16698 -2.63821 0.00477
H -5.88714 -2.76238 -1.25428
H -5.66493 -1.57824 0.07001
H -5.75367 -1.03773 -4.01523
H -4.77109 -1.39272 -2.56233
H -3.49798 0.27706 -3.97566
H -4.99385 1.27267 -4.08758
H -4.81156 2.22755 -2.02308
H -4.29692 0.76924 -1.14686
H -2.72153 2.88791 -2.39901
H -3.42343 2.47899 0.13405
H -1.81621 2.97551 -0.40897
H -1.36629 1.29831 1.10689
H -2.08503 -0.88891 1.48478
H -3.55090 -0.12729 0.81560
H -3.52483 -2.13624 -0.34109
H -2.77365 -1.10072 -1.58463
H -1.62556 -3.44639 0.06625
H -0.52528 -1.97460 -0.13066
H -0.93836 -1.99310 -2.69078
H -1.94601 -3.48309 -2.41070
H -0.96629 -4.86771 -3.80280
H 1.29388 -6.49039 -3.71862
H 2.92821 -5.40412 -1.74489
H 1.56105 -3.19519 -0.66425
H -0.28602 -0.24059 -1.31835
H 1.43318 1.57408 -1.47402
H 0.36212 2.69559 -0.50370
H 1.21245 -0.10071 0.49972
H 0.67640 1.30128 1.53176
H 3.32997 1.51744 -0.08758
H 2.63572 2.55811 1.25781
H 5.75668 -2.54142 1.46734
H 5.18876 -3.80547 2.65088
H 6.36488 -2.36594 4.08238
H 5.88330 -0.86418 3.18207
H 2.65577 -2.38765 5.17510
H 3.89770 -3.58043 4.61452
H 1.87590 -1.90307 2.91163
H 2.24958 -3.65047 2.88820
H -1.66648 0.20392 -2.84828
C 3.73535 7.58439 2.42997
C 4.08557 6.31662 3.20150
C 3.22885 5.11457 2.79254
C 1.79631 5.40022 3.05495
N 0.68998 5.62081 3.25761
H 2.70770 7.90026 2.62083
H 4.38785 8.40464 2.73212
H 3.85491 7.43435 1.35383
H 3.96685 6.50744 4.27089
H 5.13778 6.07635 3.03280
H 3.52382 4.22998 3.36068
H 3.35922 4.89397 1.73052
*
```

The calculation puts the orbital gap at 6.692 eV. The HOMO energy comes out at -10.048 eV. For the relative energy (zero: lowest compared OMol25 entry of this formula, charge and spin), the calculation gives 76.19 kcal per mole. The largest force on an atom is 0.074 Eh/bohr.



2.
Formula: C29H48NNdP3SSe
Source: the Open Molecules 2025 dataset
Level of theory: the ωB97M-V functional and the def2-TZVPD basis

ORCA input file:
```
! RIJCOSX wB97M-V def2-TZVPD def2/J DEFGRID3
* xyz 3 4
Nd 0.23029 -0.05917 -0.01072
P 1.12442 2.71168 0.10227
P 0.77410 -0.38449 -2.86601
P 3.32868 -0.12838 -0.17449
H -0.00367 -2.25786 1.77806
C 0.88959 -1.63075 1.88990
C 0.80180 -0.37565 2.47438
H -0.16845 0.03718 2.80016
C -0.38367 3.69289 0.43580
C 1.75878 3.60283 -1.37339
C 2.28844 3.38598 1.34567
C 0.81185 -2.10348 -3.50529
C -0.68519 0.23866 -3.78990
C 2.08658 0.25784 -3.96741
C 4.28278 -0.18452 1.39583
C 4.37834 1.08495 -1.07536
C 3.98793 -1.66224 -0.95930
H 1.83454 -2.16079 1.75351
H 1.67368 0.18551 2.84262
H -0.96653 3.26159 1.26093
H -1.04332 3.71630 -0.43795
H -0.09342 4.72181 0.70085
H 1.06962 3.46218 -2.21386
H 2.74756 3.22297 -1.65758
H 1.84017 4.67002 -1.13702
H 2.00535 3.03399 2.34538
H 2.25027 4.47926 1.31301
H 3.31258 3.05693 1.13310
H 0.76797 -2.06948 -4.60452
H -0.02812 -2.67790 -3.10691
H 1.74026 -2.58874 -3.19010
H -0.55361 -0.00483 -4.84982
H -0.77248 1.32426 -3.66553
H -1.61015 -0.22049 -3.42645
H 1.79249 0.02744 -4.99811
H 3.04865 -0.22448 -3.76401
H 2.19154 1.33849 -3.86417
H 5.31455 -0.51384 1.18628
H 3.81539 -0.87912 2.10885
H 4.30541 0.81175 1.85811
H 5.42523 0.74857 -1.07007
H 4.31557 2.06603 -0.58885
H 4.03651 1.18541 -2.11098
H 5.05852 -1.76846 -0.72243
H 3.85719 -1.61686 -2.05153
H 3.43171 -2.53492 -0.58790
C 1.08433 -5.92230 0.64227
C 0.82758 -5.34332 1.90032
C 0.91153 -6.12468 3.06247
C 1.20329 -7.49327 2.97573
C 1.37867 -8.08364 1.71893
C 1.30982 -7.31259 0.55282
Se 1.21807 -4.80313 -0.92506
H 0.26102 -3.71661 -0.41683
H 0.58611 -4.27571 1.96218
H 0.74789 -5.64703 4.03687
H 1.28605 -8.08367 3.88702
H 1.57493 -9.15269 1.64611
H 1.45094 -7.77100 -0.42695
N -2.00909 -0.02742 0.33315
S -3.54366 0.46736 -0.04111
C -3.53079 2.10580 -0.80644
C -3.79993 3.29516 -0.12365
C -3.81232 4.50221 -0.82448
C -3.56206 4.54246 -2.19086
C -3.31776 3.34473 -2.86828
C -3.29252 2.13241 -2.18986
C -4.16481 0.89824 1.58413
C -3.34448 1.31840 2.63564
C -3.92762 1.76082 3.84166
C -5.31976 1.70619 3.99269
C -6.12681 1.25154 2.94292
C -5.55431 0.85928 1.73450
H -2.12861 -0.65592 1.15162
H -4.02627 3.29191 0.93924
H -4.05908 5.43145 -0.30169
H -3.58217 5.49013 -2.74366
H -3.18422 3.35738 -3.95364
H -3.11487 1.19090 -2.71760
H -2.26681 1.28855 2.50992
H -3.30982 2.14004 4.66236
H -5.78165 2.04282 4.92635
H -7.20749 1.20222 3.04575
H -6.14301 0.51491 0.89047
*
```

The calculation puts the orbital gap (alpha / beta) at 4.267 / 4.424 eV. The HOMO energy (alpha / beta) comes out at -14.702 / -14.702 eV. For the relative energy (zero: lowest compared OMol25 entry of this formula, charge and spin), the calculation gives 21.92 kcal per mole. The largest force on an atom is 0.064 Eh/bohr. Its expectation value of S² is 3.75.



3.
Formula: C29H49BeBrN2OP2
Source: the Open Molecules 2025 dataset
Level of theory: the ωB97M-V functional and the def2-TZVPD basis

ORCA input file:
```
! RIJCOSX wB97M-V def2-TZVPD def2/J DEFGRID3
* xyz 2 1
N -2.19457 3.77976 -8.83597
C -2.88745 2.67856 -8.52754
C -2.62918 1.94393 -7.36083
C -1.62412 2.36115 -6.45071
C -0.94169 3.55903 -6.79331
C -1.23259 4.19615 -8.01647
C -1.38447 1.59513 -5.22703
Be -0.18381 -0.66393 -0.10534
P -0.86099 0.90595 5.27371
C -0.87899 2.11950 -4.07966
C -1.10977 1.57866 -2.75945
C -0.68579 2.33813 -1.64231
C -0.96837 1.88957 -0.35409
C -1.50738 0.63561 -0.19923
C -2.00619 -0.13900 -1.24400
C -1.75978 0.33411 -2.54454
Br -0.88248 -0.13876 1.98299
H -1.65100 0.53487 -5.29119
H -0.30460 3.04990 -4.12286
H -3.23476 1.06956 -7.12666
H -0.19689 4.02154 -6.14714
H -3.67623 2.35253 -9.21464
H -0.66689 5.08064 -8.33391
H -0.13713 3.27832 -1.77557
H -2.04184 -0.28041 -3.40818
H -0.68740 2.47735 0.51451
H -2.59483 -1.04505 -1.10398
P 1.92647 -0.20337 0.23900
C -2.50778 0.81617 4.46444
C -3.63138 1.58538 5.16525
H -2.76151 -0.25278 4.43701
H -2.39381 1.14304 3.41646
H -4.58128 1.30494 4.69517
H -3.69433 1.31732 6.22693
H -3.50754 2.67003 5.06454
C 0.04460 2.16451 4.28721
C 0.80557 3.11327 5.21520
H -0.67273 2.72149 3.67213
H 0.72851 1.66224 3.59400
H 1.06163 4.03180 4.67506
H 0.20072 3.39778 6.08489
H 1.73379 2.64952 5.56918
C 0.08577 -0.64510 4.93054
C 0.11910 -1.65041 6.07134
H 1.10257 -0.32879 4.67427
H -0.31954 -1.13271 4.03041
H 0.92692 -2.36611 5.86560
H 0.33229 -1.15543 7.02797
H -0.82695 -2.20480 6.13558
C 2.79731 -1.66630 0.96490
C 4.28501 -1.79712 0.61841
H 2.25518 -2.57531 0.65024
H 2.67926 -1.61052 2.06220
H 4.44297 -2.33323 -0.33031
H 4.80745 -0.82952 0.57429
H 4.75990 -2.38683 1.41645
C 2.52325 1.23774 1.20515
C 2.58487 2.55590 0.43632
H 3.52355 0.97522 1.60294
H 1.84388 1.33047 2.07236
H 3.31892 2.51208 -0.38158
H 1.61042 2.84755 0.01346
H 2.91749 3.35109 1.12073
C 2.49453 -0.05288 -1.48232
C 2.34654 -1.33949 -2.29046
H 3.53262 0.30788 -1.48601
H 1.87479 0.73782 -1.93909
H 2.10428 -1.08805 -3.33098
H 3.26716 -1.93508 -2.30481
H 1.54637 -2.00074 -1.92781
C -0.67130 -5.71549 0.08870
N -0.39266 -4.33085 0.46479
C -0.30702 -4.01208 1.88778
C -0.35568 -3.36391 -0.43618
C -0.42083 -3.65169 -1.89576
O -0.23551 -2.16151 0.01290
H -0.64777 -6.31069 1.00764
H 0.09786 -6.07126 -0.61943
H -1.67517 -5.77772 -0.36926
H 0.68320 -3.60739 2.14007
H -1.07764 -3.28581 2.17929
H -0.45420 -4.94826 2.43357
H -1.38123 -4.14798 -2.17936
H -0.33195 -2.67582 -2.41692
H 0.41228 -4.33099 -2.21074
*
```

The calculation puts the orbital gap at 4.584 eV. The HOMO energy comes out at -12.234 eV. For the relative energy (zero: lowest compared OMol25 entry of this formula, charge and spin), the calculation gives 0.00 kcal per mole. The largest force on an atom is 0.060 Eh/bohr.



4.
Formula: C29H49Cl3N3NdO3Si
Source: the Open Molecules 2025 dataset
Level of theory: the ωB97M-V functional and the def2-TZVPD basis

ORCA input file:
```
! RIJCOSX wB97M-V def2-TZVPD def2/J DEFGRID3
* xyz 0 4
C -0.80694 4.82002 -2.40574
C 0.34472 5.49122 -1.73266
H -1.70724 5.42261 -2.28329
H -0.97984 3.81701 -2.00069
H -0.61754 4.72227 -3.48478
C 0.36586 6.81177 -1.47423
C -0.71027 7.76568 -1.84840
H 1.26115 7.27676 -1.04678
H -1.72219 7.39119 -1.62602
H -0.69556 8.08206 -2.90716
H -0.55640 8.66627 -1.24466
Nd -0.83957 -1.47470 -0.63507
Cl -0.12945 -3.56179 -2.05593
Cl -0.76284 0.22674 -2.66654
C 2.27526 -1.99714 -0.03633
O 1.21222 -1.88100 0.65052
N 3.49108 -1.67443 0.40037
C 3.71216 -1.29686 1.80058
C 4.53534 -1.32404 -0.57797
H 2.20049 -2.37114 -1.07441
H 3.00813 -1.84320 2.42075
H 3.55906 -0.22079 1.94982
H 4.74286 -1.56774 2.06008
H 4.22921 -1.73203 -1.55001
H 5.48940 -1.77472 -0.27399
H 4.64627 -0.22647 -0.66649
H -5.36179 -0.01384 0.15010
H -2.79274 1.02147 0.56637
C -5.33536 -0.33586 1.19778
C -3.20798 0.88177 1.58111
N -3.95072 -0.37378 1.66657
H -5.76546 -1.33616 1.27507
C -3.26128 -1.52311 1.69836
O -2.00974 -1.57468 1.50982
H -2.39265 0.88130 2.31913
H -3.85867 -2.43388 1.85244
H -5.89425 0.38481 1.80102
H -3.90749 1.69486 1.78680
O 0.95601 3.56247 -0.49572
C 1.48883 4.56059 -1.37702
C 2.94823 5.97735 0.24631
C 2.77002 5.31975 -0.98098
H 2.20459 5.85266 1.03927
C 4.03799 6.85325 0.41210
H 1.72050 4.02694 -2.30884
C 3.70396 5.53091 -2.00271
H 4.14410 7.38833 1.36293
C 4.94498 7.08396 -0.61987
C 4.76886 6.41706 -1.83725
H 3.52715 5.04233 -2.96264
H 5.76502 7.79544 -0.48794
H 5.43801 6.61347 -2.66917
Si 1.46633 2.38949 0.59291
Cl -3.51688 -1.49591 -1.32283
C 1.39145 3.14331 2.29854
C 3.26492 2.04832 0.23821
C 0.27799 0.98329 0.42363
H 2.00325 4.05511 2.33456
H 1.78588 2.43311 3.04189
H 0.35400 3.40176 2.55782
H -0.76128 1.31155 0.53161
H 0.48730 0.19369 1.17184
H 0.39788 0.59445 -0.61278
H 3.81416 3.00204 0.32606
H 3.40786 1.66413 -0.78310
H 3.67711 1.34527 0.97700
C -4.21925 -6.36071 -0.44665
N -3.12594 -7.25811 -0.90644
C -3.46523 -7.94282 -2.18114
C -1.77730 -6.52965 -0.95428
C -1.42782 -6.18023 0.44524
C -1.28743 -7.23152 1.39699
C -1.13423 -6.91008 2.74326
C -1.04203 -5.57224 3.13782
C -1.10538 -4.53739 2.16196
C -1.32875 -4.88965 0.87451
H -4.23817 -5.46645 -1.08369
H -4.03552 -6.08056 0.59247
H -5.16443 -6.91246 -0.52783
H -3.03020 -8.00258 -0.19616
H -3.61448 -7.19075 -2.96546
H -2.63485 -8.60750 -2.44124
H -4.38343 -8.52548 -2.02422
H -1.07773 -7.24673 -1.40109
H -1.88155 -5.66283 -1.60612
H -1.32108 -8.27878 1.06415
H -1.07731 -7.71279 3.48117
H -0.91408 -5.31968 4.19128
H -0.98932 -3.49557 2.45612
*
```

The calculation puts the orbital gap (alpha / beta) at 5.545 / 5.553 eV. The HOMO energy (alpha / beta) comes out at -5.218 / -5.226 eV. For the relative energy (zero: lowest compared OMol25 entry of this formula, charge and spin), the calculation gives 0.00 kcal per mole. The largest force on an atom is 0.079 Eh/bohr. Its expectation value of S² is 3.75.



5.
Formula: C29H49F9NO15S
Source: the Open Molecules 2025 dataset
Level of theory: the ωB97M-V functional and the def2-TZVPD basis

ORCA input file:
```
! RIJCOSX wB97M-V def2-TZVPD def2/J DEFGRID3
* xyz 0 2
C 1.28012 2.44399 -6.10713
C 0.27490 3.36093 -6.84063
C 0.78572 4.79857 -6.57574
C -1.10176 3.10300 -6.20616
C -1.82827 1.98804 -6.99520
S -3.41913 1.55333 -6.25893
O -4.47943 1.59666 -7.21119
O -3.65513 2.49021 -5.20414
C -3.39932 -0.13561 -5.42589
F -4.24515 -0.88810 -6.10581
F -3.87475 0.01460 -4.22519
C -2.03988 -0.85981 -5.46846
F -1.79514 -1.10793 -6.74120
F -1.10041 -0.08136 -4.93135
C -1.99866 -2.22134 -4.73670
F -2.71179 -3.09226 -5.44218
F -2.51877 -2.17713 -3.52374
C -0.54042 -2.82558 -4.61982
F -0.08930 -2.55251 -3.41586
F -0.60545 -4.12429 -4.72032
F 0.28267 -2.36365 -5.51165
C -2.14089 2.57209 -8.40281
C -0.91105 3.27378 -9.01060
C -0.71851 2.70361 -10.43802
C -1.12563 4.77642 -9.21798
N 0.33923 2.99924 -8.28207
O 0.80319 1.82642 -8.50803
H 2.26752 2.50311 -6.54820
H 1.37370 2.84291 -5.09497
H 0.91854 1.42432 -6.01255
H 1.78389 4.74166 -6.15697
H 0.86251 5.37482 -7.49433
H 0.13363 5.34903 -5.90025
H -0.97802 2.78926 -5.17269
H -1.74464 3.98047 -6.19424
H -1.12228 1.16378 -7.08891
H -2.62097 1.85744 -9.06172
H -2.87813 3.35172 -8.20833
H -1.54198 3.09238 -11.03721
H -0.79254 1.62458 -10.44824
H 0.20780 3.06936 -10.87136
H -1.27428 5.31716 -8.28610
H -0.19167 5.14885 -9.64333
H -1.89077 4.96997 -9.96004
C -1.24154 -2.02992 0.00312
C 0.03369 -2.78014 -0.31375
O 1.18240 -2.12808 0.25376
C 1.33643 -2.27650 1.56767
O 0.61817 -2.90675 2.30499
O 2.42263 -1.59418 1.93933
C 2.64874 -1.59262 3.34890
H -1.16236 -0.98789 -0.31303
H -2.09298 -2.48909 -0.49942
H -1.44031 -2.02687 1.07382
H 0.19171 -2.79282 -1.38605
H -0.01684 -3.81741 0.01930
H 2.68064 -2.60703 3.74233
H 1.87364 -1.01356 3.85122
H 3.61137 -1.12051 3.52657
C 3.52615 -2.43024 10.47739
C 4.19917 -3.30192 9.43753
O 3.26414 -4.18045 8.78884
C 2.47157 -3.61016 7.88653
O 2.48208 -2.44378 7.56958
O 1.65143 -4.54170 7.40108
C 0.67306 -4.04875 6.48036
H 2.97981 -3.04545 11.19404
H 4.26617 -1.83478 11.01199
H 2.80758 -1.75114 10.01995
H 4.92897 -3.95047 9.91879
H 4.73193 -2.70623 8.69517
H 1.13929 -3.49994 5.66442
H -0.04510 -3.41578 7.00091
H 0.15464 -4.91197 6.07302
C 6.92127 3.54269 7.31852
C 6.64272 2.63753 8.50046
O 5.26725 2.23520 8.55159
C 4.90796 1.29670 7.67070
O 5.63273 0.76222 6.86869
O 3.60757 1.05867 7.82858
C 3.05996 0.12993 6.88245
H 6.24526 4.39915 7.32733
H 7.95013 3.90221 7.34718
H 6.76791 3.01885 6.37597
H 6.82829 3.17799 9.42748
H 7.29115 1.76079 8.49811
H 3.61224 -0.79466 6.87690
H 3.05234 0.57868 5.88650
H 2.03938 -0.07553 7.18184
C -7.34762 -0.42443 2.01356
C -7.08191 -1.89763 2.24319
O -5.68260 -2.20598 2.16375
C -4.95290 -1.84768 3.22153
O -5.36067 -1.31252 4.22040
O -3.68145 -2.17361 2.97384
C -2.76052 -1.75844 3.98483
H -6.91151 -0.10172 1.06684
H -8.41982 -0.22861 1.99537
H -6.90194 0.18407 2.79936
H -7.55926 -2.48278 1.45878
H -7.48776 -2.23696 3.19653
H -3.06138 -2.12479 4.96458
H -2.68010 -0.67183 3.99537
H -1.79228 -2.18349 3.72767
*
```

The calculation puts the orbital gap (alpha / beta) at 9.543 / 9.886 eV. The HOMO energy (alpha / beta) comes out at -8.995 / -10.016 eV. The largest force on an atom is 0.046 Eh/bohr. Its expectation value of S² is 0.75.